94
Properties=species:S:1:pos:R:3:forces:R:3:lowdin_charge:R:1 method="wB97M-V/def2-TZVPD" total_energy_ev=-85548.6172 spin_multiplicity=1 e_lumo_ev=0.316
Cd -12.497 -6.691 15.313 -2.2 1.0 -2.1 1.538
C -13.895 -5.930 10.736 1.2 -0.8 -1.4 -0.624
F -12.605 -5.602 10.557 0.2 0.4 0.8 0.116
F -14.455 -5.641 9.546 -0.8 0.8 0.9 0.122
F -13.930 -7.274 10.764 -0.1 -0.6 0.5 0.086
S -14.634 -5.317 12.354 -0.5 -3.4 -2.5 0.551
O -13.932 -4.112 12.644 0.2 1.4 0.8 -0.285
O -16.013 -5.307 11.889 1.0 0.4 1.8 -0.279
O -14.204 -6.458 13.243 -0.7 1.5 -0.1 -0.405
C -9.439 -5.092 16.091 -0.3 0.5 0.9 -0.031
C -9.267 -6.352 16.996 1.1 0.9 -0.3 -0.498
C -8.260 -5.890 18.034 0.5 -0.7 2.9 -0.147
C -8.150 -6.847 19.311 -0.3 -0.1 -1.5 -0.150
C -9.587 -6.995 19.821 1.4 0.9 1.4 -0.181
C -10.573 -7.469 18.811 -1.3 -0.1 -0.4 -0.495
N -10.609 -6.544 17.578 0.7 -2.0 0.9 -0.102
O -11.232 -7.362 16.601 0.1 -0.5 0.9 -0.450
C -11.993 -7.401 19.484 -0.4 0.8 -1.1 -0.030
C -10.304 -8.919 18.468 -0.4 -1.6 -0.2 -0.049
C -8.579 -7.553 16.274 -0.7 0.0 -0.2 -0.015
H -10.479 -4.938 15.783 0.3 -0.2 -0.2 0.030
H -8.746 -4.978 15.267 0.2 -0.3 -0.3 0.073
H -9.229 -4.242 16.770 -0.3 -0.2 -0.6 0.086
H -8.533 -4.928 18.483 -0.1 0.0 -0.3 0.109
H -7.269 -5.774 17.610 0.1 0.1 -0.4 0.118
H -7.454 -6.441 20.076 -0.6 -0.1 -0.5 0.114
H -7.780 -7.856 19.035 0.0 0.6 0.0 0.096
H -9.860 -6.000 20.213 -0.3 -0.3 0.0 0.124
H -9.578 -7.699 20.669 -0.3 0.2 -0.1 0.128
H -12.132 -7.995 20.395 0.4 -0.1 -0.3 0.084
H -12.835 -7.651 18.780 1.0 0.1 0.5 0.070
H -12.136 -6.348 19.777 -0.1 -0.2 -0.1 0.071
H -10.598 -9.536 19.331 0.4 0.2 0.0 0.093
H -9.310 -9.251 18.128 -0.2 0.6 0.4 0.082
H -10.976 -9.269 17.685 0.0 0.2 -0.1 0.055
H -9.236 -8.396 16.030 0.0 0.5 -0.1 0.076
H -7.758 -7.974 16.853 0.0 0.2 0.1 0.072
H -8.182 -7.130 15.357 0.2 -0.3 -0.3 0.067
C -12.629 -12.619 14.507 -0.5 -0.8 -0.6 -0.005
C -12.992 -11.415 13.910 0.6 0.8 0.4 -0.011
C -13.082 -10.308 14.720 -0.4 1.1 1.0 -0.284
C -13.021 -10.425 16.108 -0.3 1.0 -0.5 -0.024
C -12.838 -11.651 16.681 0.3 -0.5 0.4 -0.016
C -12.625 -12.764 15.890 -0.2 -0.4 -0.2 -0.310
O -12.501 -14.018 16.447 0.3 0.0 -0.6 0.043
O -13.250 -8.961 14.337 -0.1 -0.1 -0.5 -0.078
H -12.438 -13.451 13.831 -0.1 -0.1 0.5 0.122
H -13.127 -11.277 12.853 0.2 -0.3 -0.4 0.115
H -13.204 -9.481 16.633 0.2 -0.6 0.3 0.110
H -12.807 -11.851 17.739 -0.2 0.5 0.4 0.119
H -12.546 -14.018 17.411 0.0 0.4 -0.2 0.104
H -13.622 -8.795 13.454 0.0 -0.4 0.3 0.085
C -15.480 -6.935 18.308 -0.5 -1.1 0.4 0.002
C -15.918 -7.866 19.263 0.1 0.5 -1.0 0.000
C -16.530 -9.090 18.882 -0.5 2.0 1.6 -0.343
C -16.709 -9.394 17.585 1.0 0.4 -2.1 0.003
C -16.161 -8.497 16.630 -1.2 -1.8 -0.4 -0.011
C -15.614 -7.308 16.961 0.6 0.6 1.3 -0.353
O -15.051 -6.498 16.013 1.2 0.7 0.0 -0.034
O -17.223 -9.816 19.799 0.0 -0.7 0.6 0.045
H -15.098 -5.953 18.594 0.0 -0.4 -0.1 0.113
H -15.876 -7.572 20.298 0.0 -0.2 0.3 0.109
H -17.235 -10.298 17.306 0.0 0.1 -0.1 0.127
H -16.254 -8.716 15.574 0.0 -0.2 -0.1 0.126
H -15.617 -6.282 15.278 -0.4 -0.2 -0.6 0.093
H -17.491 -9.250 20.531 0.2 -0.1 0.0 0.107
C -14.921 -1.954 17.112 1.1 0.1 -0.4 0.002
C -14.186 -2.494 16.019 -1.3 0.6 -0.3 0.006
C -13.319 -3.551 16.174 0.3 -0.4 -1.6 -0.303
C -12.984 -4.017 17.407 -0.8 0.7 0.8 -0.043
C -13.561 -3.372 18.483 -1.0 1.3 1.5 -0.010
C -14.541 -2.317 18.389 0.6 -1.5 -0.5 -0.291
O -15.157 -1.750 19.498 0.6 -0.4 -1.2 0.045
O -12.706 -4.265 15.099 -0.9 0.4 0.1 -0.099
H -15.670 -1.182 16.967 0.1 -0.1 -0.1 0.120
H -14.380 -2.067 15.034 0.0 -0.4 0.1 0.124
H -12.334 -4.862 17.446 0.6 -0.4 0.7 0.076
H -13.311 -3.603 19.513 0.3 -0.5 -0.1 0.107
H -14.710 -2.108 20.262 0.1 -0.1 0.5 0.088
H -13.231 -4.200 14.255 0.3 0.4 0.3 0.042
C -8.916 -6.626 12.273 0.7 0.7 0.4 -0.022
C -8.215 -7.433 11.390 0.2 0.4 0.4 -0.002
C -8.891 -8.481 10.853 -0.8 -0.4 -0.8 -0.321
C -10.246 -8.753 11.163 1.1 0.3 -0.2 0.014
C -10.928 -7.934 12.038 0.7 -0.1 -0.6 -0.002
C -10.219 -6.843 12.539 -2.3 -0.8 0.5 -0.312
O -11.038 -6.027 13.311 0.0 0.2 0.6 -0.047
O -8.262 -9.198 9.867 -0.3 -0.4 0.3 0.045
H -8.470 -5.814 12.811 0.6 0.5 -0.1 0.113
H -7.194 -7.221 11.095 -0.1 -0.1 0.1 0.128
H -10.655 -9.560 10.579 -0.7 -0.3 0.2 0.112
H -11.971 -8.032 12.303 0.1 -0.1 -0.2 0.088
H -10.572 -5.302 13.738 0.3 0.1 -0.1 0.073
H -8.857 -9.928 9.662 0.3 -0.1 -0.3 0.095



87
Properties=species:S:1:pos:R:3:forces:R:3:lowdin_charge:R:1 method="wB97M-V/def2-TZVPD" total_energy_ev=-80676.2135 spin_multiplicity=5 charge=+2 e_above_lowest_kcal_mol=0.0 e_lumo_ev="-6.471 / -9.004" s_squared=6.028
Pt -0.256 1.771 -4.120 0.4 -1.6 2.7 1.225
C -1.600 2.041 -5.631 -1.0 -1.3 -1.3 -0.259
C -1.185 0.673 -5.727 -2.0 -0.1 -1.4 -0.229
C -0.316 0.140 -6.844 0.7 -0.5 -0.1 -0.171
C 0.983 0.922 -6.926 -0.3 0.3 0.2 -0.157
C 1.331 1.381 -5.511 1.2 1.5 -1.7 -0.229
C 1.213 2.767 -5.231 1.2 0.1 -1.3 -0.258
C 0.332 3.688 -6.060 -0.9 0.2 0.0 -0.160
C -1.019 3.057 -6.565 0.5 0.8 -0.2 -0.160
C 0.156 1.641 -2.059 -0.6 0.5 1.5 -0.232
H -2.611 2.194 -5.232 0.4 0.1 0.1 0.118
H -1.938 -0.082 -5.484 0.1 0.4 0.8 0.097
H -0.808 0.194 -7.825 -0.4 0.0 0.4 0.144
H -0.074 -0.926 -6.698 -0.3 0.3 0.2 0.113
H 1.799 0.346 -7.381 -0.1 0.0 0.4 0.135
H 0.836 1.791 -7.582 0.3 -0.3 0.4 0.109
H 2.032 0.739 -4.994 0.2 0.3 0.2 0.071
H 2.021 3.296 -4.725 -0.4 -0.2 0.7 0.122
H 0.846 4.164 -6.908 0.0 -0.1 0.3 0.138
H -0.008 4.473 -5.363 0.5 0.1 -0.3 0.124
H -1.742 3.861 -6.671 0.1 0.2 -0.1 0.127
H -0.868 2.641 -7.563 -0.3 -0.1 0.1 0.115
H -0.395 2.374 -1.466 -0.2 0.2 -0.4 0.018
H 1.205 1.929 -2.029 0.2 0.0 -0.3 -0.017
H 0.012 0.708 -1.513 0.0 0.2 -0.4 -0.090
P 1.668 -1.093 -2.547 1.2 -0.4 0.8 1.174
P -1.699 -1.102 -1.963 -3.3 0.9 -0.8 1.195
N 3.390 -0.239 -3.303 0.0 -0.2 -0.7 -0.128
N 2.561 -2.296 -1.731 0.1 0.6 1.4 -0.312
N -3.011 0.103 -2.585 1.3 0.1 -0.1 -0.195
N -2.887 -2.194 -1.425 0.3 -0.8 0.2 -0.258
C 0.622 -2.185 -3.612 0.6 -0.2 -1.1 -0.360
C -0.941 -2.159 -3.381 0.2 0.2 -0.3 -0.287
C 3.718 1.085 -2.997 -0.8 -1.5 -0.1 -0.055
C 5.054 1.345 -3.312 1.6 -1.1 -1.0 0.007
C 5.588 0.146 -3.856 -0.1 2.1 0.6 0.026
C 4.536 -0.794 -3.869 -1.8 0.3 1.0 -0.011
C 2.846 -1.828 -0.426 1.5 -1.0 0.1 -0.144
C 3.977 -2.467 0.056 -0.8 0.3 -0.7 -0.042
C 4.434 -3.374 -0.976 -1.3 0.8 -0.6 -0.032
C 3.550 -3.241 -2.051 0.6 -0.1 0.5 -0.135
C -3.029 1.401 -2.070 -0.3 0.6 -0.6 -0.167
C -4.090 2.125 -2.613 0.6 -0.8 0.3 -0.060
C -4.804 1.234 -3.461 1.7 -0.8 0.3 -0.056
C -4.074 0.032 -3.474 -0.7 0.0 -0.3 -0.172
C -4.279 -2.113 -1.229 0.0 -0.5 0.7 -0.082
C -4.618 -3.028 -0.259 0.3 1.2 -0.8 -0.028
C -3.424 -3.651 0.211 0.8 -0.3 0.0 -0.038
C -2.405 -3.192 -0.559 0.1 0.1 -0.2 -0.161
H 1.014 -3.202 -3.436 -0.3 0.4 -0.2 0.081
H 0.862 -1.925 -4.661 -0.4 -0.2 0.3 0.068
H -1.416 -1.877 -4.344 0.1 -0.1 0.7 0.068
H -1.287 -3.179 -3.127 0.2 0.5 -0.1 0.089
H 2.978 1.761 -2.590 0.2 -0.2 0.0 0.101
H 5.563 2.307 -3.199 -0.2 -0.5 0.0 0.133
H 6.600 -0.020 -4.224 -0.4 0.1 0.1 0.132
H 4.521 -1.799 -4.258 0.1 0.0 0.0 0.125
H 2.180 -1.106 0.007 0.0 0.1 0.3 0.093
H 4.422 -2.314 1.036 -0.2 -0.1 -0.3 0.113
H 5.302 -4.025 -0.912 -0.4 0.1 -0.1 0.113
H 3.482 -3.787 -2.984 0.1 0.0 0.1 0.111
H -2.366 1.688 -1.280 0.1 0.0 0.2 0.051
H -4.317 3.166 -2.388 0.0 -0.5 0.1 0.113
H -5.743 1.427 -3.943 -0.1 -0.1 -0.3 0.105
H -4.313 -0.893 -3.993 0.1 0.2 0.1 0.119
H -4.867 -1.440 -1.831 -0.1 -0.1 0.3 0.097
H -5.604 -3.227 0.100 -0.4 0.0 0.1 0.111
H -3.313 -4.321 1.059 -0.2 0.0 -0.4 0.122
H -1.353 -3.425 -0.647 -0.1 -0.1 0.6 0.109
C 0.362 1.538 6.687 0.2 0.2 0.1 -0.040
C -0.148 1.143 5.333 -0.1 -0.2 -0.2 -0.252
C -0.141 -0.195 4.907 -0.3 -0.3 -0.6 -0.018
C -0.641 -0.562 3.645 0.3 -0.1 0.4 -0.036
C -1.165 0.411 2.784 0.3 0.0 0.4 -0.240
C -1.196 1.749 3.218 0.4 0.3 0.2 -0.038
C -0.673 2.106 4.461 -0.4 0.0 -0.4 -0.018
S -1.716 0.071 1.112 -1.2 0.6 2.6 0.464
O -0.814 -1.002 0.627 0.3 0.1 -0.5 -0.370
O -3.119 -0.322 1.193 1.2 0.1 -0.8 -0.276
O -1.450 1.383 0.538 0.0 -0.3 -1.2 -0.346
H -0.298 1.182 7.488 0.1 0.0 -0.2 0.098
H 1.356 1.125 6.884 -0.1 0.0 -0.1 0.089
H 0.438 2.627 6.773 -0.1 -0.2 0.0 0.082
H 0.275 -0.962 5.568 -0.2 0.2 -0.3 0.123
H -0.627 -1.603 3.311 0.1 0.3 0.2 0.117
H -1.604 2.524 2.574 0.1 -0.3 0.1 0.115
H -0.677 3.163 4.748 -0.1 -0.5 0.0 0.123



| no. | molecular weight (Da) |
| --- | --- |
| 1 | 858.18 |
| 2 | 843.83 |